1.
The following is a quantum chemistry calculation of a single C15H15NO5 molecule, from OMol25.

Geometry as XYZ:
```
36
Properties=species:S:1:pos:R:3:forces:R:3
C 1.9610 0.6516 1.9597 0.051 0.177 0.327
H -1.8599 -0.3409 -4.9577 -0.066 -0.230 -0.220
H 0.5791 -2.9361 2.1352 -0.079 -0.097 0.010
H 1.6937 0.4967 -0.1462 0.016 0.043 -0.098
H -4.9347 0.8229 -0.5228 0.317 -0.057 0.046
H -0.6250 0.2590 -0.3564 -0.040 -0.054 -0.177
H -2.9463 1.4167 -3.2607 0.036 0.021 0.012
C -1.3578 0.0822 -4.1121 0.189 0.334 0.012
C 1.0447 -1.2835 0.8516 0.127 0.366 0.262
C -2.0379 0.8747 -3.0176 -0.359 -0.390 -0.207
C -0.7016 -0.2022 -1.3428 -0.109 0.154 0.072
H 0.9325 1.1546 -2.1252 -0.019 0.015 0.014
H 3.6185 1.9848 3.8429 -0.042 0.000 0.007
H 2.3560 1.6516 1.8805 0.041 0.096 0.033
H -2.5298 -1.1002 -2.1806 0.009 0.075 0.066
O -0.4565 -2.4286 -2.1884 -0.074 -0.122 -0.136
H 0.7269 -0.5371 -4.1772 0.114 -0.251 -0.149
H 0.8300 -2.9766 -0.2878 -0.042 0.171 -0.161
H 2.8755 2.1114 5.4558 0.004 0.034 -0.093
O -4.3488 0.4780 -1.2157 -0.575 -0.005 -0.399
C -2.1615 -0.1375 -1.8209 -0.101 0.100 0.005
H 1.9438 2.5862 4.0144 0.028 -0.024 -0.002
N 0.6387 -1.9808 -0.3005 0.328 -0.612 0.129
O -2.7917 0.6794 0.3655 -0.002 0.061 0.163
C -0.0241 0.7277 -2.4117 0.313 -0.346 0.064
C -0.0936 -0.0160 -3.7282 -0.103 0.343 -0.190
O -1.0081 1.7305 -2.5712 -0.014 0.385 0.335
C 1.3618 -1.2895 3.2376 0.142 0.209 0.082
O 2.2076 0.5611 4.3859 -0.102 -0.268 0.005
C 1.8540 0.0172 3.1919 -0.060 -0.158 -0.164
C -0.1677 -1.6157 -1.3311 -0.199 0.114 0.071
C 2.6861 1.8847 4.4079 0.073 0.192 0.002
C 0.9642 -1.9283 2.0859 -0.007 0.167 -0.112
H 1.2966 -1.7795 4.1957 -0.013 -0.069 0.116
C -3.0947 0.3815 -0.7580 0.287 -0.022 0.289
C 1.5691 0.0002 0.8022 -0.068 -0.352 -0.014
```
Forces are in eV/Å.

Highest occupied orbital energy, eV: -8.275
Structure (SMILES): COc1ccc(NC(=O)[C@@H]2[C@@H](C(=O)O)[C@@H]3C=C[C@H]2O3)cc1
Calculated total energy, eV: -27525.4273
Gap between HOMO and LUMO, eV: 8.969
Total charge: 0
Lowest unoccupied orbital energy, eV: 0.7

2.
The following is a quantum chemistry calculation of a single C2H6N2 molecule in a non-equilibrium geometry, from OMol25.

Geometry as XYZ:
```
10
Properties=species:S:1:pos:R:3:forces:R:3
N -0.3657 -0.0127 0.2942 -0.756 -0.980 -0.780
H 0.4028 0.2184 2.3388 -0.678 2.343 -2.380
H 0.9266 1.4490 0.6415 -2.109 -1.178 3.159
H -0.8519 1.7085 1.6478 2.481 -2.331 -0.702
H -0.7081 -1.3811 -1.7168 -1.161 -0.853 -0.392
H 0.9422 -1.0173 -2.4739 0.625 -0.364 -0.484
H -1.2238 -0.6019 0.2232 0.926 0.944 0.627
C 0.2735 -1.0015 -1.6535 0.229 1.293 1.306
C 0.0383 0.8901 1.3573 0.612 0.911 -0.158
N 0.5662 -0.2515 -0.6586 -0.169 0.215 -0.197
```
Forces are in eV/Å.

Highest occupied orbital energy, eV: -8.292
Structure (SMILES): C=NNC
Calculated total energy, eV: -5148.4176
Gap between HOMO and LUMO, eV: 9.498
Total charge: 0
Lowest unoccupied orbital energy, eV: 1.2

lowest unoccupied orbital energy of number 2 (C2H6N2)? 1.2 eV